(1)
{"formula": "C3H5Cl5NP", "method": "the ωB97M-V functional and the def2-TZVPD basis", "e_homo_ev": -9.62, "de_lowest_kj_mol": 5.1, "gap_ha": 0.36697, "smiles": "ClP(Cl)C(Cl)(Cl)Cl.[H]/N=C\\C", "largest_force_ha_per_bohr": 0.0782, "elements": ["Cl", "P", "Cl", "C", "Cl", "Cl", "Cl", "H", "N", "C", "C", "H", "H", "H", "H"], "xyz": [[-3.091, 1.318, 1.904], [-3.298, 0.904, 0.017], [-4.783, 2.011, -0.650], [-4.256, -0.807, 0.179], [-5.529, -0.606, 1.338], [-4.890, -1.183, -1.483], [-3.217, -2.083, 0.642], [-0.695, -0.798, -1.712], [-0.462, 0.171, -2.052], [0.069, 0.894, -1.169], [0.257, 0.563, 0.341], [0.517, 1.919, -1.444], [1.433, 0.570, 0.256], [0.008, 1.453, 0.961], [-0.156, -0.401, 0.601]]}

---

(2)
{"formula": "C3H11NO3", "method": "the ωB97M-V functional and the def2-TZVPD basis", "e_homo_ev": -9.60, "de_lowest_kj_mol": 88.7, "gap_ha": 0.38146, "smiles": "CN(C)C=O.O.O", "largest_force_ha_per_bohr": 0.0263, "elements": ["C", "N", "C", "C", "O", "H", "H", "H", "H", "H", "H", "H", "O", "H", "H", "O", "H", "H"], "xyz": [[0.416, -0.226, 1.838], [0.857, 0.678, 0.785], [2.246, 0.688, 0.358], [-0.063, 1.212, -0.066], [-1.264, 1.109, 0.095], [0.485, 0.269, 2.807], [-0.628, -0.464, 1.682], [1.034, -1.120, 1.851], [2.497, -0.076, -0.379], [2.443, 1.635, -0.157], [2.887, 0.704, 1.235], [0.458, 1.710, -0.892], [-1.048, -0.596, -2.826], [-0.985, -1.335, -2.216], [-1.996, -0.605, -3.037], [-2.216, -1.519, -0.312], [-3.132, -1.498, -0.539], [-1.991, -0.566, -0.228]]}

---

(3)
{"formula": "C24H16BrCuF3IN7O3", "method": "the ωB97M-V functional and the def2-TZVPD basis", "e_homo_ev": [-7.60, -7.58], "de_lowest_kj_mol": 21.7, "gap_ha": [0.26486, 0.26116], "multiplicity": 2, "s_squared": 0.75, "largest_force_ha_per_bohr": 0.0204, "elements": ["Cu", "Br", "C", "C", "C", "C", "C", "C", "N", "N", "C", "C", "C", "C", "O", "C", "N", "C", "C", "C", "C", "H", "H", "H", "H", "H", "H", "H", "H", "H", "I", "C", "C", "N", "N", "C", "H", "H", "H", "F", "C", "F", "F", "C", "C", "C", "N", "C", "C", "H", "H", "H", "H", "O", "N", "O"], "xyz": [[0.208, -0.930, 1.783], [2.591, 0.765, -5.967], [1.638, 2.022, -4.915], [0.394, 1.682, -4.409], [-0.274, 2.579, -3.590], [0.288, 3.824, -3.296], [1.500, 4.173, -3.879], [2.191, 3.266, -4.670], [-0.401, 4.841, -2.561], [-1.113, 4.618, -1.557], [-1.083, 3.431, -0.779], [-2.314, 2.994, -0.336], [-2.490, 1.777, 0.325], [-1.403, 0.990, 0.673], [-1.509, -0.165, 1.279], [-0.100, 1.520, 0.373], [0.950, 0.801, 0.861], [2.178, 1.218, 0.664], [2.448, 2.430, 0.009], [1.411, 3.174, -0.481], [0.078, 2.715, -0.352], [-0.042, 0.717, -4.633], [-1.247, 2.321, -3.192], [1.906, 5.161, -3.692], [3.153, 3.524, -5.095], [-3.171, 3.608, -0.588], [-3.482, 1.430, 0.589], [2.977, 0.600, 1.060], [3.471, 2.774, -0.075], [1.610, 4.129, -0.939], [-2.882, 0.370, 7.030], [-1.375, -0.134, 5.712], [-0.057, -0.393, 6.015], [0.553, -0.679, 4.857], [-0.293, -0.623, 3.822], [-1.477, -0.288, 4.323], [0.462, -0.388, 6.960], [1.512, -0.922, 4.617], [-2.332, -0.175, 3.673], [-2.757, -6.324, -1.666], [-1.430, -6.184, -1.538], [-0.958, -7.278, -0.916], [-0.896, -6.161, -2.771], [-1.066, -4.941, -0.773], [0.273, -4.658, -0.557], [0.593, -3.524, 0.164], [-0.345, -2.697, 0.643], [-1.632, -2.969, 0.417], [-2.038, -4.090, -0.287], [1.044, -5.313, -0.938], [1.619, -3.259, 0.383], [-2.342, -2.253, 0.807], [-3.087, -4.290, -0.447], [3.857, -1.659, 2.868], [2.699, -1.421, 3.015], [1.991, -1.735, 1.975]]}

---

(4)
{"formula": "C3H10NO2S", "method": "the ωB97M-V functional and the def2-TZVPD basis", "e_homo_ev": -3.46, "de_lowest_kj_mol": 182.1, "charge": -1, "gap_ha": 0.23520, "largest_force_ha_per_bohr": 0.0828, "elements": ["C", "C", "S", "N", "C", "O", "H", "H", "H", "H", "H", "H", "H", "H", "H", "H", "O"], "xyz": [[0.667, -0.238, -0.192], [1.964, 0.585, -0.241], [3.330, -0.247, 0.529], [-0.425, 0.390, -0.932], [-1.621, -0.533, -0.912], [-1.994, -1.030, 0.285], [0.552, -0.642, 0.824], [0.910, -1.132, -0.800], [2.263, 0.709, -1.285], [1.770, 1.583, 0.169], [2.307, -1.756, 0.456], [-0.706, 1.172, -0.350], [-1.433, -1.293, -1.707], [-2.416, 0.140, -1.300], [-1.599, 0.924, 2.577], [-1.801, 0.212, 1.227], [-1.770, 1.155, 1.650]]}

---

(5)
{"formula": "C20H22N6O3", "method": "the ωB97M-V functional and the def2-TZVPD basis", "e_homo_ev": -8.09, "de_lowest_kj_mol": 0.0, "gap_ha": 0.32613, "smiles": "CCOc1ccccc1NC(=O)Cn1nnc(C(=O)Nc2ccc(C)cc2)c1N", "largest_force_ha_per_bohr": 0.0233, "elements": ["C", "C", "O", "C", "C", "C", "C", "C", "C", "N", "C", "O", "C", "N", "N", "N", "C", "C", "O", "N", "C", "C", "C", "C", "C", "C", "C", "C", "N", "H", "H", "H", "H", "H", "H", "H", "H", "H", "H", "H", "H", "H", "H", "H", "H", "H", "H", "H", "H", "H", "H"], "xyz": [[-1.119, -1.296, 2.408], [-2.228, -0.249, 2.383], [-1.797, 0.980, 1.822], [-1.186, 1.905, 2.605], [-0.866, 1.746, 3.950], [-0.213, 2.749, 4.645], [0.148, 3.926, 4.016], [-0.163, 4.101, 2.679], [-0.832, 3.113, 1.978], [-1.114, 3.302, 0.605], [-2.306, 3.062, 0.019], [-3.349, 2.857, 0.594], [-2.177, 2.989, -1.516], [-1.270, 1.914, -1.800], [-0.008, 2.122, -2.239], [0.618, 1.016, -2.227], [-0.191, 0.035, -1.760], [0.198, -1.342, -1.483], [-0.569, -2.114, -0.920], [1.468, -1.615, -1.879], [2.204, -2.792, -1.754], [1.687, -3.949, -1.181], [2.473, -5.083, -1.089], [3.780, -5.099, -1.558], [4.633, -6.324, -1.433], [4.287, -3.938, -2.130], [3.515, -2.799, -2.229], [-1.430, 0.613, -1.462], [-2.577, 0.041, -1.039], [-0.799, -1.532, 1.396], [-1.488, -2.204, 2.875], [-0.259, -0.935, 2.968], [-2.646, -0.086, 3.382], [-3.040, -0.583, 1.731], [-1.110, 0.832, 4.467], [0.024, 2.598, 5.687], [0.667, 4.701, 4.558], [0.109, 5.012, 2.167], [-0.332, 3.557, 0.016], [-3.158, 2.793, -1.957], [-1.756, 3.906, -1.932], [1.946, -0.833, -2.311], [0.674, -3.955, -0.814], [2.057, -5.974, -0.642], [4.020, -7.217, -1.338], [5.265, -6.251, -0.546], [5.284, -6.432, -2.298], [5.301, -3.927, -2.504], [3.922, -1.903, -2.678], [-3.207, 0.609, -0.492], [-2.435, -0.910, -0.723]]}

---

(6)
{"formula": "C3H3O2", "method": "the ωB97M-V functional and the def2-TZVPD basis", "e_homo_ev": -16.41, "de_lowest_kj_mol": 401.1, "charge": 1, "gap_ha": 0.38889, "largest_force_ha_per_bohr": 0.0881, "elements": ["C", "C", "C", "O", "O", "H", "H", "H"], "xyz": [[-0.035, -0.626, 0.736], [0.565, 0.799, 0.245], [0.008, -0.044, -0.620], [1.084, -0.411, 1.389], [-0.509, 0.132, -1.732], [-0.844, -1.120, 1.375], [0.840, 1.888, 0.504], [-1.110, -0.617, -1.897]]}

---

(7)
{"formula": "C5H10", "method": "the ωB97M-V functional and the def2-TZVPD basis", "e_homo_ev": -8.71, "de_lowest_kj_mol": 572.8, "gap_ha": 0.36315, "largest_force_ha_per_bohr": 0.0055, "elements": ["C", "C", "C", "C", "C", "H", "H", "H", "H", "H", "H", "H", "H", "H", "H"], "xyz": [[1.775, 0.099, 0.580], [1.144, -1.031, 0.140], [-0.915, -0.609, -0.678], [-1.183, 0.688, -0.870], [-1.688, 0.080, 0.395], [1.728, 0.398, 1.625], [2.566, 0.559, -0.006], [0.789, 1.411, 0.084], [1.445, -1.481, -0.802], [0.638, -1.685, 0.843], [-0.942, -1.544, -1.214], [-1.515, 1.373, -1.636], [0.072, 1.514, -0.318], [-1.159, 0.338, 1.321], [-2.755, -0.110, 0.536]]}

---

(8)
{"formula": "C6H9N", "method": "the ωB97M-V functional and the def2-TZVPD basis", "e_homo_ev": -7.78, "de_lowest_kj_mol": 28.5, "gap_ha": 0.32496, "smiles": "Cc1cc[nH]c1C", "largest_force_ha_per_bohr": 0.0099, "elements": ["C", "C", "C", "C", "N", "C", "C", "H", "H", "H", "H", "H", "H", "H", "H", "H"], "xyz": [[0.821, 1.753, 0.333], [-0.058, 0.542, 0.360], [-1.050, 0.310, 1.349], [-1.686, -0.855, 1.031], [-1.093, -1.368, -0.099], [-0.070, -0.516, -0.519], [1.060, -0.831, -1.479], [0.222, 2.646, 0.118], [1.608, 1.699, -0.425], [1.299, 1.911, 1.305], [-1.208, 0.922, 2.225], [-2.521, -1.340, 1.520], [-1.496, -2.156, -0.584], [1.246, -0.032, -2.211], [0.938, -1.767, -2.031], [1.988, -0.918, -0.893]]}

---

(9)
{"formula": "C12H10Cl4O2Sr", "method": "the ωB97M-V functional and the def2-TZVPD basis", "e_homo_ev": -1.26, "de_lowest_kj_mol": 0.0, "charge": -2, "gap_ha": 0.22078, "largest_force_ha_per_bohr": 0.0357, "elements": ["C", "C", "C", "H", "C", "C", "H", "H", "H", "H", "Sr", "Cl", "C", "C", "C", "H", "C", "C", "H", "H", "H", "H", "Cl", "C", "Cl", "Cl", "C", "O", "O"], "xyz": [[-2.555, -0.982, -0.732], [-1.865, -1.167, -1.953], [-1.609, 0.117, -2.510], [-1.517, -2.102, -2.386], [-2.109, 1.091, -1.604], [-2.705, 0.402, -0.520], [-3.056, 0.883, 0.415], [-2.736, -1.789, -0.004], [-1.120, 0.308, -3.450], [-1.991, 2.160, -1.741], [-0.112, -0.354, 0.163], [0.233, -3.062, 1.072], [2.699, 0.113, -0.376], [2.260, 1.338, -0.949], [1.694, 1.050, -2.209], [2.274, 2.317, -0.472], [1.777, -0.357, -2.414], [2.391, -0.937, -1.285], [2.480, -2.000, -1.097], [3.048, -0.035, 0.656], [1.247, 1.754, -2.900], [1.402, -0.896, -3.285], [-0.022, 0.381, 5.976], [-0.008, -0.176, 4.318], [1.463, -1.099, 3.923], [-1.441, -1.156, 3.899], [-0.035, 1.178, 3.392], [-0.061, 2.337, 3.818], [-0.024, 0.681, 2.253]]}

---

(10)
{"formula": "C2H8NOS", "method": "the ωB97M-V functional and the def2-TZVPD basis", "e_homo_ev": [-15.11, -14.36], "de_lowest_kj_mol": 613.9, "charge": 1, "gap_ha": [0.24725, 0.34895], "largest_force_ha_per_bohr": 0.0766, "elements": ["C", "C", "N", "O", "S", "H", "H", "H", "H", "H", "H", "H", "H"], "xyz": [[0.906, -0.850, -0.642], [-1.806, -0.015, -0.694], [1.324, 1.266, 2.194], [-0.940, -1.940, 0.894], [-0.540, -0.633, 0.367], [1.055, -0.065, -1.252], [0.745, -1.630, -1.391], [1.833, -0.914, 0.013], [-2.719, 0.115, -0.266], [-2.063, -0.717, -1.366], [-1.550, 0.957, -1.185], [1.864, 1.026, 2.998], [0.367, 1.514, 2.139]]}

---

(11)
{"formula": "C5H12N2", "method": "the ωB97M-V functional and the def2-TZVPD basis", "e_homo_ev": -8.33, "de_lowest_kj_mol": 208.6, "gap_ha": 0.34589, "smiles": "C=CC[C@@H](N)CN", "largest_force_ha_per_bohr": 0.0725, "elements": ["C", "C", "C", "C", "N", "C", "N", "H", "H", "H", "H", "H", "H", "H", "H", "H", "H", "H", "H"], "xyz": [[2.374, -0.765, 1.250], [1.610, -1.052, 0.176], [1.174, -0.003, -0.811], [-0.174, 0.653, -0.295], [-0.760, 1.526, -1.402], [-1.137, -0.422, 0.298], [-2.440, 0.065, 0.682], [2.665, 0.247, 1.456], [2.666, -1.516, 1.988], [1.074, -1.971, -0.096], [1.046, -0.513, -1.784], [1.866, 0.775, -0.984], [0.095, 1.262, 0.551], [-0.799, 1.058, -2.271], [-1.519, 2.094, -1.156], [-1.243, -1.117, -0.491], [-0.603, -0.912, 1.308], [-2.661, 0.473, 1.604], [-3.232, 0.119, -0.023]]}

---

(12)
{"formula": "C11H44ClN22O15", "method": "the ωB97M-V functional and the def2-TZVPD basis", "e_homo_ev": [-9.05, -9.05], "de_lowest_kj_mol": 0.0, "gap_ha": [0.33478, 0.11259], "multiplicity": 2, "s_squared": 0.76, "largest_force_ha_per_bohr": 0.1692, "elements": ["Cl", "O", "O", "O", "O", "C", "O", "N", "N", "H", "H", "H", "H", "C", "O", "N", "N", "H", "H", "H", "H", "C", "O", "N", "N", "H", "H", "H", "H", "C", "O", "N", "N", "H", "H", "H", "H", "C", "O", "N", "N", "H", "H", "H", "H", "C", "O", "N", "N", "H", "H", "H", "H", "C", "O", "N", "N", "H", "H", "H", "H", "C", "O", "N", "N", "H", "H", "H", "H", "C", "O", "N", "N", "H", "H", "H", "H", "C", "O", "N", "N", "H", "H", "H", "H", "C", "O", "N", "N", "H", "H", "H", "H"], "xyz": [[-0.030, -0.205, 0.132], [-0.550, -1.243, -0.813], [-0.729, 0.954, -0.211], [-0.233, -0.387, 1.492], [1.361, -0.084, -0.148], [5.085, 1.713, -0.008], [5.765, 2.370, -0.799], [4.280, 0.590, -0.267], [4.947, 2.176, 1.239], [4.353, 0.011, -1.092], [3.474, 0.461, 0.327], [4.462, 1.592, 1.905], [5.481, 2.932, 1.643], [1.548, 2.529, 3.642], [2.645, 2.448, 3.019], [1.361, 3.442, 4.654], [0.510, 1.675, 3.551], [0.522, 3.257, 5.185], [1.999, 4.197, 4.858], [0.507, 0.938, 2.859], [-0.215, 1.693, 4.253], [4.169, -0.644, 3.301], [4.853, -1.521, 3.798], [3.313, -0.765, 2.389], [4.281, 0.614, 3.653], [2.600, -0.085, 2.165], [3.199, -1.621, 1.866], [4.941, 0.948, 4.341], [3.718, 1.316, 3.194], [3.492, -3.491, -0.938], [4.322, -2.572, -1.019], [3.793, -4.723, -1.125], [2.199, -3.258, -0.630], [4.725, -4.992, -1.409], [3.007, -5.348, -1.228], [1.903, -2.414, -0.161], [1.812, -4.176, -0.462], [-2.964, -3.890, -3.984], [-2.778, -4.938, -3.341], [-3.824, -3.913, -5.043], [-2.337, -2.778, -3.758], [-3.560, -3.130, -5.624], [-4.002, -4.865, -5.330], [-1.663, -2.763, -3.007], [-2.256, -2.083, -4.487], [-3.928, -1.916, 0.450], [-3.405, -2.741, 1.176], [-4.600, -2.125, -0.633], [-3.864, -0.604, 0.660], [-4.753, -3.091, -0.885], [-4.932, -1.376, -1.224], [-4.535, 0.043, 0.271], [-3.130, -0.406, 1.326], [0.531, 4.782, -0.309], [0.435, 5.895, 0.146], [1.239, 3.833, 0.205], [-0.039, 4.393, -1.403], [1.784, 4.157, 0.990], [1.306, 2.866, -0.080], [0.073, 3.433, -1.694], [-0.449, 5.099, -1.997], [-1.975, 0.959, -3.812], [-1.494, 1.921, -4.375], [-1.270, -0.104, -3.450], [-3.226, 0.857, -3.350], [-0.360, -0.337, -3.821], [-1.782, -0.781, -2.902], [-3.913, 1.573, -3.536], [-3.419, 0.028, -2.806], [-4.614, 2.569, -0.522], [-4.885, 1.964, 0.499], [-5.459, 3.066, -1.307], [-3.398, 2.801, -0.913], [-5.204, 3.912, -1.797], [-6.341, 2.986, -0.822], [-2.505, 2.491, -0.557], [-3.323, 3.094, -1.876], [1.877, -1.944, -4.029], [2.371, -1.904, -5.107], [1.023, -2.780, -3.513], [2.165, -1.108, -3.067], [0.994, -3.064, -2.544], [0.828, -3.437, -4.255], [1.744, -1.520, -2.247], [2.921, -0.487, -3.318], [-1.401, 0.098, 5.862], [-1.127, 1.226, 5.510], [-1.616, -0.873, 5.018], [-1.614, -0.194, 7.047], [-1.839, -1.822, 5.283], [-1.418, -0.762, 4.034], [-1.655, -1.143, 7.390], [-1.304, 0.510, 7.701]]}